# 1
DFT (ωB97M-V/def2-TZVPD) results for a 2-piece molecular cluster, C3H5ClNO2 overall in a non-equilibrium geometry.

Values from the calculation:
- Total charge: +1
- HOMO-LUMO gap (alpha / beta): 7.60 / 7.60 eV

Last column: Mulliken charge in e.
Geometry (Å):
C 1.144 -1.280 0.370  0.06
C -0.243 0.373 0.212  -0.47
C -0.056 1.337 1.141  0.75
N -0.957 0.388 -1.018  -0.12
O 0.553 1.578 2.114  -0.42
O 1.136 -2.150 -0.521  -0.25
Cl -1.509 2.593 0.655  -0.37
H 1.707 -1.274 1.297  0.37
H -1.578 -0.422 -1.137  0.38
H -0.379 0.514 -1.863  0.36
H -1.535 1.286 -0.831  0.30
H 1.716 -2.941 -0.419  0.42

=====

# 2
DFT (ωB97M-V/def2-TZVPD) results for one molecule with the formula C3H5ClNOP in a non-equilibrium geometry.

Values from the calculation:
- Total charge: 0
- HOMO-LUMO gap: 10.56 eV
- SMILES: C[C@](Cl)(C#N)OP

Last column: Mulliken charge in e.
Geometry (Å):
C -0.825 -1.072 0.589  -1.17
C -0.709 0.308 -0.005  0.75
Cl -0.657 1.564 1.272  -0.15
C -2.202 0.732 -0.803  0.05
N -3.131 1.021 -1.392  -0.38
O 0.311 0.463 -0.890  -0.25
P 1.596 1.510 -0.569  0.01
H -0.078 -1.178 1.377  0.34
H -1.815 -1.235 1.007  0.35
H -0.627 -1.813 -0.185  0.32
H 2.215 1.070 -1.747  0.06
H 1.056 2.654 -1.210  0.06

=====

# 3
DFT (ωB97M-V/def2-TZVPD) results for a 2-piece molecular cluster, C3H5ClO overall in a non-equilibrium geometry.

Values from the calculation:
- Total charge: 0
- HOMO-LUMO gap: 10.37 eV
- SMILES: C=CC=O.Cl

Last column: Mulliken charge in e.
Geometry (Å):
C -1.603 -0.186 -0.166  -0.81
C -0.513 0.525 -0.337  0.28
C 0.620 -0.027 0.425  0.01
O 1.804 0.368 0.324  -0.49
H -2.504 0.022 -0.671  0.26
H -1.752 -0.974 0.450  0.24
H -0.510 1.403 -1.068  0.28
H 0.193 -0.800 1.140  0.23
Cl 4.922 1.017 -0.128  -0.24
H 3.816 0.732 -0.482  0.25

=====

# 4
DFT (ωB97M-V/def2-TZVPD) results for one molecule with the formula C3H5ClO in a non-equilibrium geometry.

Values from the calculation:
- Total charge: 0
- HOMO-LUMO gap: 10.65 eV
- SMILES: C=C(Cl)CO

Last column: Mulliken charge in e.
Geometry (Å):
C 1.256 -0.663 0.778  -0.82
C 0.527 0.203 0.130  0.47
Cl 1.118 1.743 -0.272  -0.19
C -0.980 0.036 -0.117  -0.26
O -1.468 0.406 -1.382  -0.50
H 0.842 -1.564 1.228  0.22
H 2.340 -0.644 0.980  0.27
H -1.180 -1.005 0.021  0.26
H -1.592 0.575 0.567  0.24
H -0.863 0.912 -1.932  0.31

=====

# 5
DFT (ωB97M-V/def2-TZVPD) results for a 2-piece molecular cluster, C3H5ClO2P overall in a non-equilibrium geometry.

Values from the calculation:
- Total charge: -1
- HOMO-LUMO gap: 8.23 eV

Last column: Mulliken charge in e.
Geometry (Å):
C 0.688 0.152 -1.446  -0.75
C 0.419 0.170 -0.124  0.39
C 0.842 -0.517 1.114  -0.72
O -1.770 1.666 -0.959  -0.66
O -1.520 1.274 1.596  -0.64
P -1.157 1.005 0.220  0.93
Cl -1.838 -2.130 -0.299  -0.77
H 0.223 0.694 -2.291  0.25
H 1.434 -0.467 -2.000  0.22
H 0.789 0.294 1.838  0.28
H -0.055 -1.225 1.259  0.18
H 1.945 -0.916 1.092  0.30

=====

# 6
DFT (ωB97M-V/def2-TZVPD) results for an isolated ion of composition C3H5ClO2P and charge -1 in a non-equilibrium geometry.

Values from the calculation:
- Multiplicity: 3
- Total charge: -1
- HOMO-LUMO gap (alpha / beta): 3.62 / 8.25 eV
- Expectation value of S²: 2.006

Last column: Löwdin spin population.
Geometry (Å):
C 1.341 0.014 0.460  0.03
C 1.342 1.146 -0.542  0.02
C -2.059 -0.941 0.580  0.77
O 2.113 0.039 1.452  0.01
O 0.455 -0.874 0.424  0.14
P -0.886 -0.950 -0.714  0.64
Cl -2.445 0.758 1.008  0.22
H 1.761 1.968 -0.012  0.00
H 1.772 1.002 -1.501  0.00
H 0.314 1.463 -0.763  0.01
H -0.613 -2.274 -0.780  0.10
H -3.096 -1.352 0.387  0.06

=====

ΔE to the lowest compared entry with this formula, charge and spin
In order: 4.696, 1.994, 1.386, 0.962, 1.113, 0.501
Unit: eV
E_tot
In order: -21286.9511, -28539.1725, -17760.3917, -17760.8160, -29100.6614, -29095.4612
Unit: eV